# BrHIP

A 2-piece molecular cluster, BrHIP overall at a distorted geometry (ωB97M-V/def2-TZVPD, the OMol25 dataset).

Geometry (Å):
1 H 0.949 -0.404 1.525
2 P -0.852 -0.315 0.178
3 I -0.125 1.920 -0.061
4 Br 0.027 -1.201 -1.642

Computed properties:
E_LUMO (spin up / spin down)   -0.0079 / -0.0958 Eh
Frontier orbital gap (spin up / spin down)   7.4 / 7.5 eV
2S+1   3